Formula: C21H37GeIrN6O2SSe
Source: the Open Molecules 2025 dataset
Level of theory: ωB97M-V/def2-TZVPD

Calculated values
Gap between HOMO and LUMO (spin up / spin down) ... 7.50 / 3.88 eV
Charge ... +2
Spin multiplicity ... 5
⟨S²⟩ ... 6.043
E ... -170931.799 eV
F_max ... 3.46 eV Å⁻¹

Last column: natural (NBO) charge in e.
Atoms and positions in Å:
H (6.4951, -0.9955, -3.1533)  0.24
C (-2.4026, 2.1902, -2.6336)  -0.33
H (-0.5367, 2.5235, 5.2834)  0.24
C (-0.7684, -4.9808, -0.6727)  -0.11
C (-0.8545, 1.5862, 4.8356)  -0.62
C (-1.5031, -6.1995, 1.2872)  0.23
H (-3.7491, 0.9518, -3.8059)  0.22
H (-0.4408, -2.7341, 5.1727)  0.20
H (2.2592, -0.4105, -3.4524)  0.24
H (-2.0971, -7.4122, 2.8284)  0.43
O (-1.4918, -3.0778, -2.8618)  -0.89
H (3.8015, -3.6845, -3.2710)  0.25
H (-0.8491, -8.0663, 1.8360)  0.43
H (-3.1137, -5.2859, 2.3889)  0.24
N (-1.0822, 0.9141, -1.1436)  -0.57
C (-2.9663, 0.9856, -3.0600)  0.14
H (-1.4461, -2.6970, 2.9775)  0.23
Ge (4.5775, -1.8711, -1.6718)  1.57
H (1.1719, 0.8626, 4.5513)  0.21
H (-1.0818, 1.7616, 3.7856)  0.21
H (0.5800, 0.6954, 2.6487)  0.39
N (-0.1319, -0.7782, 4.5059)  -0.37
H (-1.7672, 1.2720, 5.3348)  0.22
H (4.9862, -2.4622, 0.8076)  0.24
N (0.3433, -0.2260, 2.2889)  -0.86
H (0.0618, -6.8473, -0.0371)  0.25
C (-2.1903, -1.5771, 5.6531)  -0.62
C (-2.4456, -5.1812, 1.5470)  -0.17
H (0.2419, -3.1884, 3.1797)  0.24
C (-1.6691, -0.2170, -1.6200)  0.53
N (-1.2241, -1.3429, -1.0704)  -0.96
C (-1.7097, -3.9934, -0.4041)  -0.20
Se (2.2173, 0.7052, -1.1925)  0.44
H (-2.5713, -2.4203, 6.2215)  0.23
C (-0.6525, -6.0643, 0.1695)  -0.18
H (4.5607, 0.7256, -1.9022)  0.25
C (-0.4193, -2.4455, 2.7357)  -0.67
H (3.6148, -2.1381, -4.0641)  0.24
H (6.9307, -2.5459, -2.4440)  0.25
H (4.4272, 0.2688, -0.2069)  0.25
C (-0.6777, -1.7164, 5.4784)  -0.21
N (-2.5910, -0.1686, -2.5721)  -0.48
H (-0.2993, -2.4792, 1.6485)  0.22
H (7.0305, -1.0790, -1.4730)  0.24
H (4.6492, -3.9114, -0.1259)  0.24
C (4.3543, -2.8760, 0.0271)  -1.07
H (-0.9312, 2.9526, -1.2393)  0.22
H (2.4073, -2.6875, -2.8834)  0.23
H (-2.6957, 3.1403, -3.0453)  0.25
Ir (0.3008, -0.4350, 0.1402)  1.01
C (-0.0613, -1.0680, 3.2092)  0.53
H (-0.1768, -4.9047, -1.5687)  0.27
C (4.0321, 0.0746, -1.2041)  -1.02
C (6.4556, -1.5891, -2.2423)  -1.07
C (1.8274, 0.5162, -3.0865)  -0.77
H (3.3213, -2.8606, 0.3675)  0.22
H (0.4447, 0.4206, 6.0865)  0.23
H (2.2632, 1.3603, -3.6166)  0.25
H (-3.3208, -3.3632, 0.8334)  0.28
N (-1.4256, -7.2784, 2.0892)  -0.56
H (0.7512, 0.5124, -3.2275)  0.24
O (-3.4730, -2.4356, -1.4900)  -0.88
S (-2.0826, -2.7258, -1.6133)  2.30
C (3.4681, -2.6591, -3.1214)  -1.09
H (-2.6937, -1.5528, 4.6906)  0.20
C (-2.5533, -4.1059, 0.6968)  -0.18
C (0.2399, 0.5357, 5.0216)  -0.23
C (-1.4363, 2.0833, -1.6430)  0.10
H (-0.1856, -1.5409, 6.4374)  0.23
H (-2.4487, -0.6751, 6.1983)  0.23